{"formula": "C43H41CsN7OP2SSe2", "method": "ωB97M-V/def2-TZVPD", "elements": ["Cs", "N", "C", "S", "N", "N", "C", "C", "C", "C", "C", "C", "C", "C", "C", "C", "C", "C", "N", "H", "H", "H", "H", "H", "H", "H", "H", "H", "H", "H", "Se", "P", "C", "C", "C", "C", "C", "C", "C", "C", "C", "C", "C", "C", "C", "C", "N", "N", "N", "P", "Se", "C", "C", "C", "C", "C", "C", "C", "C", "C", "C", "C", "C", "H", "H", "H", "H", "H", "H", "H", "H", "H", "H", "H", "H", "H", "H", "H", "H", "H", "H", "H", "H", "C", "C", "O", "C", "C", "H", "H", "H", "H", "H", "H", "H", "H", "H", "H"], "xyz": [[0.25, 0.08, 2.00], [4.46, -0.16, 3.08], [3.21, -0.08, 3.67], [2.57, 1.50, 3.89], [2.73, -1.26, 4.00], [1.41, -1.34, 4.28], [1.05, -2.24, 5.12], [2.02, -3.04, 5.92], [2.22, -2.75, 7.27], [3.11, -3.50, 8.03], [3.82, -4.54, 7.44], [3.63, -4.83, 6.10], [2.74, -4.09, 5.34], [-0.40, -2.53, 5.25], [-0.84, -3.57, 6.09], [-2.20, -3.86, 6.15], [-3.08, -3.12, 5.39], [-2.56, -2.11, 4.59], [-1.26, -1.81, 4.52], [5.03, 0.66, 3.17], [4.93, -1.05, 3.21], [1.67, -1.93, 7.72], [3.26, -3.26, 9.07], [4.52, -5.12, 8.03], [4.19, -5.64, 5.64], [2.61, -4.30, 4.29], [-0.13, -4.13, 6.67], [-2.55, -4.66, 6.79], [-4.14, -3.32, 5.39], [-3.22, -1.52, 3.97], [-1.13, -3.18, -5.01], [0.04, -1.49, -4.53], [1.79, -1.62, -5.00], [2.82, -1.24, -4.15], [4.14, -1.29, -4.60], [4.42, -1.72, -5.88], [3.39, -2.11, -6.73], [2.08, -2.06, -6.29], [-0.46, -0.02, -5.49], [0.03, 1.24, -5.16], [-0.35, 2.36, -5.87], [-1.22, 2.22, -6.95], [-1.67, 0.97, -7.32], [-1.30, -0.15, -6.59], [0.04, -1.13, -2.77], [-0.45, -0.20, -1.82], [-0.18, -0.73, -0.61], [0.46, -1.87, -0.77], [0.60, -2.14, -2.06], [-1.31, 1.37, -1.72], [-1.93, 1.95, 0.23], [-2.69, 1.31, -2.90], [-3.52, 2.43, -3.02], [-4.58, 2.43, -3.92], [-4.83, 1.30, -4.68], [-4.05, 0.16, -4.52], [-2.99, 0.17, -3.63], [-0.08, 2.60, -2.26], [1.27, 2.28, -2.20], [2.24, 3.23, -2.50], [1.86, 4.51, -2.88], [0.52, 4.84, -2.93], [-0.45, 3.90, -2.60], [2.59, -0.93, -3.14], [4.94, -1.00, -3.93], [5.45, -1.76, -6.22], [3.61, -2.45, -7.73], [1.27, -2.38, -6.94], [0.72, 1.35, -4.34], [0.02, 3.33, -5.58], [-1.52, 3.10, -7.52], [-2.34, 0.85, -8.17], [-1.69, -1.14, -6.83], [-3.36, 3.29, -2.37], [-5.21, 3.30, -4.01], [-5.66, 1.29, -5.38], [-4.25, -0.74, -5.09], [-2.42, -0.74, -3.49], [1.57, 1.28, -1.90], [3.29, 2.96, -2.45], [2.62, 5.25, -3.12], [0.22, 5.85, -3.20], [-1.49, 4.19, -2.62], [-4.00, 1.01, 3.49], [-2.86, 1.48, 4.37], [-2.03, 2.34, 3.62], [-0.95, 2.85, 4.39], [-0.16, 3.79, 3.52], [-4.67, 0.36, 4.04], [-3.62, 0.48, 2.61], [-4.57, 1.87, 3.13], [-2.27, 0.63, 4.73], [-3.25, 2.01, 5.25], [-0.32, 2.02, 4.74], [-1.35, 3.37, 5.27], [0.32, 3.26, 2.70], [0.63, 4.27, 4.11], [-0.81, 4.55, 3.09]], "lowdin_charge": [0.87, 0.02, -1.01, 0.39, -0.04, -0.07, -0.22, -0.20, -0.04, -0.09, -0.11, -0.09, -0.03, -0.20, -0.01, -0.07, -0.07, -0.14, 0.10, 0.05, 0.08, 0.12, 0.10, 0.09, 0.10, 0.12, 0.11, 0.10, 0.10, 0.09, 0.25, 0.53, -0.33, -0.07, -0.08, -0.10, -0.09, -0.10, -0.35, -0.08, -0.06, -0.08, -0.08, -0.12, -0.46, -0.45, -0.26, -0.08, -0.02, 0.58, 0.27, -0.32, -0.11, -0.08, -0.09, -0.07, -0.08, -0.36, -0.10, -0.07, -0.09, -0.09, -0.09, 0.09, 0.10, 0.10, 0.10, 0.09, 0.08, 0.10, 0.10, 0.10, 0.05, 0.08, 0.10, 0.10, 0.11, 0.07, 0.10, 0.11, 0.10, 0.10, 0.09, -0.08, -0.29, -0.23, -0.30, -0.10, 0.07, 0.06, 0.08, 0.10, 0.12, 0.09, 0.12, 0.03, 0.08, 0.08], "charge": -1, "total_energy_ha": -8025.74234, "e_lumo_ev": 2.12, "gap_ev": 6.847}